1.
A structure of composition C25H44BrCsF6N3O6P. Source: the OMol25 dataset; level of theory: ωB97M-V/def2-TZVPD.

Output
* orbital gap: 3.7818 eV
* HOMO: -5.29 eV

Each line ends with the Löwdin charge.
Cartesian coordinates (Å):
1 C -0.630 -8.318 -0.645  -0.054
2 C -0.588 -7.746 -2.045  -0.281
3 C -1.541 -7.993 -3.014  -0.069
4 C -1.412 -7.405 -4.250  -0.093
5 C -0.384 -6.551 -4.562  -0.036
6 C 0.580 -6.288 -3.604  -0.218
7 C 1.745 -5.328 -3.852  -0.242
8 C 1.285 -4.000 -3.274  -0.121
9 C 1.205 -2.881 -4.006  0.055
10 C 0.682 -1.644 -3.323  -0.348
11 O 1.102 -0.510 -3.480  0.056
12 C -0.450 -1.917 -2.359  -0.005
13 C -0.351 -3.010 -1.617  0.016
14 C 0.884 -3.866 -1.823  -0.320
15 O 1.486 -4.357 -0.885  0.095
16 C 0.454 -6.898 -2.370  -0.025
17 H -0.486 -7.485 0.057  0.072
18 H 0.196 -9.008 -0.451  0.081
19 H -1.603 -8.756 -0.411  0.070
20 H -2.377 -8.645 -2.774  0.105
21 H -2.170 -7.594 -5.007  0.103
22 H -0.293 -6.072 -5.532  0.117
23 H 2.650 -5.677 -3.362  0.100
24 H 1.864 -5.265 -5.008  -0.126
25 H 1.488 -2.907 -5.054  0.143
26 H -1.323 -1.272 -2.283  0.111
27 H -1.111 -3.327 -0.906  0.113
28 H 1.207 -6.680 -1.615  0.117
29 C -0.334 1.556 -0.771  -0.033
30 C -0.224 1.979 0.684  -0.353
31 N -1.295 2.960 1.154  -0.237
32 C -1.162 4.214 0.328  0.028
33 C -1.012 3.416 2.598  -0.122
34 C -1.105 2.354 3.679  -0.058
35 C -2.722 2.465 0.952  -0.049
36 C -3.106 1.108 1.542  -0.172
37 O -2.316 0.065 0.993  -0.202
38 C -2.145 -1.048 1.869  -0.067
39 H -0.173 2.393 -1.448  0.095
40 H 0.442 0.814 -0.994  0.091
41 H -1.292 1.101 -1.008  0.080
42 H 0.741 2.477 0.842  0.113
43 H -0.249 1.114 1.335  -0.181
44 H -0.137 4.573 0.405  0.129
45 H -1.856 4.956 0.721  0.085
46 H -1.416 3.993 -0.704  0.108
47 H -1.711 4.221 2.816  0.142
48 H -0.004 3.836 2.591  0.114
49 H -2.133 2.207 4.005  0.085
50 H -0.564 2.693 4.565  0.092
51 H -0.683 1.398 3.392  -0.035
52 H -2.875 2.434 -0.125  0.137
53 H -3.367 3.241 1.364  0.139
54 H -4.151 0.914 1.278  0.147
55 H -3.056 1.117 2.628  0.100
56 H -2.844 -1.049 2.705  0.105
57 H -1.124 -1.019 2.255  -0.009
58 H -2.267 -1.967 1.301  0.100
59 F 3.164 5.248 4.754  -0.172
60 P 2.288 3.905 5.041  0.346
61 F 3.601 3.604 5.965  -0.178
62 F 2.263 3.717 3.381  -0.238
63 F 1.423 3.648 6.412  -0.191
64 F 2.219 2.259 4.874  -0.254
65 F 0.968 4.869 4.787  -0.207
66 Cs 1.196 0.217 2.298  1.401
67 O 3.777 -1.472 -3.848  -0.042
68 H 3.112 -0.779 -3.770  0.001
69 H 4.432 -1.285 -3.171  0.033
70 C 6.682 2.189 1.190  -0.691
71 O 5.786 2.627 0.488  0.014
72 N 7.127 0.898 1.095  0.146
73 N 7.312 2.950 2.129  0.154
74 H 7.861 0.519 1.661  0.093
75 H 6.687 0.311 0.411  0.098
76 H 7.009 3.901 2.227  0.108
77 H 8.050 2.611 2.717  0.094
78 C -5.865 7.071 0.249  -0.083
79 C -4.847 5.954 0.351  -0.323
80 O -3.553 6.469 0.685  -0.101
81 H -5.560 7.796 -0.505  0.083
82 H -6.849 6.681 -0.016  0.080
83 H -5.947 7.607 1.197  0.078
84 H -4.753 5.435 -0.603  0.113
85 H -5.149 5.227 1.114  0.102
86 H -3.631 6.921 1.532  0.091
87 Br 3.231 -6.215 -6.138  -0.341

***

2.
A structure of composition C25H44Cl4IrN3O6Si. Source: the OMol25 dataset; level of theory: ωB97M-V/def2-TZVPD.

Output
* relative energy (zero: lowest compared OMol25 entry of this formula, charge and spin): 0.00 kcal/mol
* orbital gap (alpha / beta): 5.3375 / 7.5140 eV
* HOMO (alpha / beta): -5.00 / -7.54 eV
* multiplicity: 5

Each line ends with the Mulliken spin population.
Cartesian coordinates (Å):
1 C -1.510 3.295 -1.461  -0.003
2 C -1.128 3.386 -0.020  0.001
3 H -2.546 3.601 -1.633  0.000
4 H -1.394 2.261 -1.816  0.012
5 H -0.859 3.939 -2.073  0.001
6 C -1.770 4.127 0.908  0.010
7 C -2.957 4.980 0.635  -0.001
8 H -1.414 4.142 1.935  0.002
9 H -3.417 4.783 -0.341  0.000
10 H -2.690 6.047 0.679  0.001
11 H -3.722 4.820 1.409  0.000
12 Ir 0.186 -0.636 0.007  2.723
13 Cl -0.754 -0.538 -2.010  0.372
14 C 2.068 -0.063 2.295  0.015
15 O 1.081 -0.776 1.901  0.120
16 N 2.598 -0.247 3.491  0.005
17 C 2.052 -1.235 4.416  0.005
18 C 3.684 0.597 3.992  0.001
19 H 2.524 0.722 1.662  0.007
20 H 1.429 -1.944 3.873  -0.003
21 H 1.467 -0.738 5.201  0.000
22 H 2.886 -1.749 4.901  0.001
23 H 4.034 1.274 3.205  0.000
24 H 4.518 -0.037 4.324  0.000
25 H 3.336 1.189 4.852  0.000
26 H 2.906 -5.434 -0.371  0.001
27 H 3.252 -5.074 -2.744  0.000
28 C 1.879 -5.068 -0.436  0.001
29 C 2.260 -4.617 -2.860  0.002
30 N 1.797 -4.145 -1.555  0.006
31 H 1.590 -4.559 0.483  -0.002
32 C 1.207 -2.977 -1.405  0.004
33 O 0.889 -2.559 -0.235  0.053
34 H 2.318 -3.764 -3.548  0.000
35 H 1.036 -2.373 -2.299  0.002
36 H 1.219 -5.923 -0.622  -0.001
37 H 1.572 -5.374 -3.268  0.000
38 H -3.275 1.110 0.016  0.003
39 H -3.109 1.754 2.846  0.005
40 C -3.661 0.184 0.459  -0.008
41 C -3.498 0.723 2.881  -0.007
42 N -3.019 -0.059 1.750  0.061
43 H -3.481 -0.650 -0.224  0.001
44 C -1.985 -0.872 1.882  0.145
45 O -1.449 -1.465 0.881  0.023
46 H -3.156 0.248 3.810  0.003
47 H -1.615 -1.043 2.913  0.016
48 H -4.729 0.300 0.653  0.001
49 H -4.592 0.759 2.849  -0.001
50 O -0.658 1.188 0.267  0.193
51 C -0.012 2.429 0.361  0.037
52 C 0.069 2.387 2.926  -0.004
53 C 0.672 2.710 1.710  0.012
54 H -0.866 1.820 2.900  -0.008
55 C 0.631 2.818 4.135  -0.004
56 H 0.756 2.480 -0.431  0.002
57 C 1.877 3.427 1.710  0.006
58 H 0.145 2.563 5.079  0.000
59 C 1.806 3.575 4.129  0.001
60 C 2.430 3.872 2.917  0.000
61 H 2.352 3.663 0.753  0.001
62 H 2.237 3.935 5.068  0.000
63 H 3.358 4.458 2.900  0.000
64 Si -2.382 -1.702 -4.783  -0.003
65 Cl -2.842 0.131 -3.785  0.008
66 C -3.338 -3.057 -3.915  0.001
67 C -0.546 -2.028 -4.883  0.002
68 C -2.998 -1.616 -6.572  0.000
69 H -3.372 -2.882 -2.834  0.001
70 H -2.878 -4.038 -4.102  0.000
71 H -4.370 -3.103 -4.293  0.000
72 H -4.093 -1.590 -6.639  0.001
73 H -2.669 -2.497 -7.144  0.000
74 H -2.610 -0.733 -7.097  0.000
75 H -0.072 -1.875 -3.910  -0.010
76 H -0.067 -1.346 -5.596  0.000
77 H -0.345 -3.057 -5.210  0.000
78 Cl 4.648 1.254 0.088  0.000
79 C 4.268 -0.311 -0.670  0.005
80 Cl 4.334 -1.674 0.468  0.004
81 C 2.840 -0.340 -1.300  0.028
82 O 2.729 -0.952 -2.358  0.033
83 O 1.917 0.273 -0.616  0.114
84 H 4.993 -0.506 -1.463  0.000

***

3.
A structure of composition C25H44F12LiO21P2. Source: the OMol25 dataset; level of theory: ωB97M-V/def2-TZVPD.

Output
* orbital gap: 10.9191 eV
* HOMO: -8.86 eV
* charge: -1

Each line ends with the Löwdin charge.
Cartesian coordinates (Å):
1 Li 1.788 1.088 0.638  0.644
2 P -0.615 -0.102 -0.723  0.203
3 F 0.014 1.354 -0.344  -0.186
4 F 0.484 -0.761 0.291  -0.177
5 F -1.658 -0.087 0.481  -0.115
6 F -1.160 -1.572 -1.191  -0.160
7 F -1.689 0.552 -1.767  -0.157
8 F 0.444 -0.171 -1.951  -0.156
9 P 4.641 0.794 -0.100  0.179
10 F 4.697 0.671 1.532  -0.163
11 F 5.456 -0.581 -0.203  -0.138
12 F 3.211 -0.036 -0.055  -0.227
13 F 4.608 0.865 -1.718  -0.152
14 F 3.714 2.088 0.066  -0.177
15 F 5.963 1.733 -0.135  -0.151
16 C 0.388 3.068 -3.411  -0.090
17 C -0.982 3.245 -4.051  -0.104
18 O -1.458 4.482 -3.506  0.061
19 C -0.409 5.151 -2.976  -0.589
20 O -0.482 6.245 -2.518  0.156
21 O 0.712 4.421 -3.042  0.058
22 H 1.104 2.586 -4.067  0.136
23 H 0.297 2.486 -2.493  0.105
24 H -1.699 2.458 -3.843  0.118
25 H -0.848 3.428 -5.121  0.129
26 C 0.399 -2.597 -4.092  -0.101
27 C 1.199 -3.054 -2.850  -0.097
28 O 0.826 -4.431 -2.719  0.079
29 C 0.006 -4.797 -3.689  -0.594
30 O -0.502 -5.883 -3.744  0.135
31 O -0.257 -3.784 -4.544  0.059
32 H 1.102 -2.302 -4.869  0.126
33 H -0.294 -1.804 -3.824  0.110
34 H 0.964 -2.465 -1.971  0.089
35 H 2.267 -2.941 -3.029  0.131
36 C -2.549 -3.480 1.286  -0.101
37 C -1.546 -2.675 2.148  -0.118
38 O -1.201 -3.635 3.124  0.055
39 C -2.014 -4.699 3.102  -0.576
40 O -1.988 -5.562 3.927  0.146
41 O -2.868 -4.620 2.074  0.081
42 H -2.108 -3.740 0.323  0.124
43 H -3.429 -2.889 1.035  0.130
44 H -1.994 -1.737 2.471  0.119
45 H -0.715 -2.450 1.483  0.104
46 C 3.204 -3.131 0.917  -0.036
47 C 2.406 -3.245 2.191  -0.195
48 O 3.322 -3.456 3.285  0.055
49 C 2.887 -3.777 4.492  -0.602
50 O 3.560 -3.914 5.472  0.128
51 O 1.541 -3.877 4.504  -0.044
52 C 0.955 -4.343 5.714  -0.038
53 H 4.177 -2.689 1.129  0.083
54 H 2.696 -2.507 0.188  0.060
55 H 3.352 -4.155 0.567  0.082
56 H 1.653 -4.033 2.206  0.124
57 H 1.856 -2.312 2.361  0.110
58 H -0.029 -4.725 5.459  0.080
59 H 0.835 -3.518 6.422  0.089
60 H 1.592 -5.070 6.214  0.096
61 C -7.730 1.726 -8.193  -0.064
62 C -7.295 1.708 -6.720  -0.232
63 O -6.276 0.725 -6.625  0.030
64 C -5.663 0.604 -5.445  -0.623
65 O -5.976 1.192 -4.443  0.126
66 O -4.657 -0.228 -5.576  0.017
67 C -3.908 -0.532 -4.392  -0.014
68 H -8.476 2.503 -8.331  0.075
69 H -8.043 0.716 -8.444  0.077
70 H -6.829 1.972 -8.758  0.077
71 H -8.170 1.409 -6.140  0.124
72 H -6.973 2.695 -6.393  0.126
73 H -3.450 -1.499 -4.571  0.096
74 H -4.497 -0.448 -3.485  0.098
75 H -3.084 0.180 -4.306  0.082
76 C 3.625 1.865 4.704  -0.053
77 C 3.423 0.371 4.602  -0.192
78 O 2.046 0.007 4.654  0.026
79 C 1.306 0.108 3.550  -0.620
80 O 1.701 0.484 2.488  0.074
81 O 0.086 -0.347 3.742  0.010
82 C -0.397 -0.693 5.054  0.003
83 H 4.684 2.096 4.808  0.086
84 H 3.143 2.302 5.584  0.079
85 H 3.180 2.351 3.834  0.071
86 H 3.888 -0.123 5.455  0.130
87 H 3.875 -0.014 3.685  0.116
88 H -0.121 0.044 5.803  0.099
89 H 0.064 -1.655 5.285  0.081
90 H -1.469 -0.810 4.931  0.098
91 C -0.054 3.493 3.983  -0.046
92 C -0.431 4.014 2.618  -0.215
93 O 0.577 4.851 2.082  0.065
94 C 1.426 4.266 1.241  -0.598
95 O 1.497 3.093 1.032  0.069
96 O 2.155 5.202 0.691  0.037
97 C 3.084 4.873 -0.336  -0.017
98 H 0.752 2.762 3.877  0.057
99 H -0.888 2.979 4.467  0.083
100 H 0.265 4.265 4.683  0.083
101 H -1.334 4.635 2.662  0.127
102 H -0.795 3.210 1.972  0.129
103 H 2.584 4.247 -1.074  0.090
104 H 4.034 4.463 -0.002  0.095
105 H 3.294 5.833 -0.811  0.100

***

4.
A structure of composition C25H44O2P2Pb. Source: the OMol25 dataset; level of theory: ωB97M-V/def2-TZVPD.

Output
* relative energy (zero: lowest compared OMol25 entry of this formula, charge and spin): 21.32 kcal/mol
* orbital gap (alpha / beta): 5.0141 / 5.1004 eV
* HOMO (alpha / beta): -12.96 / -12.97 eV
* charge: +2

Each line ends with the Löwdin charge.
Cartesian coordinates (Å):
1 Pb 0.511 -0.340 0.513  1.230
2 C -0.117 0.106 4.343  -0.135
3 C -1.088 -0.814 3.846  -0.149
4 C 0.842 -1.979 4.320  -0.128
5 C 1.064 -0.619 4.648  -0.144
6 C -0.487 -2.111 3.824  -0.141
7 C -0.287 1.565 4.497  0.009
8 H -1.117 1.935 3.885  0.082
9 H 0.628 2.095 4.196  0.105
10 H -0.496 1.836 5.544  0.123
11 C 2.345 -0.050 5.107  0.009
12 H 2.177 0.931 5.583  0.101
13 H 3.024 0.099 4.244  0.098
14 H 2.834 -0.724 5.824  0.104
15 C 1.858 -3.056 4.416  0.020
16 H 2.344 -3.041 5.402  0.110
17 H 2.646 -2.929 3.650  0.111
18 H 1.388 -4.039 4.259  0.093
19 C -1.110 -3.359 3.362  0.004
20 H -1.534 -3.930 4.202  0.126
21 H -0.373 -4.004 2.866  0.100
22 H -1.923 -3.158 2.656  0.085
23 C -2.454 -0.490 3.400  0.001
24 H -3.169 -0.614 4.225  0.125
25 H -2.776 -1.148 2.585  0.088
26 H -2.524 0.547 3.057  0.082
27 C -0.109 2.376 -3.719  -0.139
28 C -0.975 2.843 -2.772  -0.225
29 C -2.449 2.923 -3.035  -0.169
30 C -3.095 1.659 -3.631  -0.174
31 C -2.529 0.357 -3.180  -0.118
32 C -1.668 -0.368 -3.937  -0.169
33 C -0.780 0.200 -5.000  -0.160
34 C -0.530 1.733 -5.001  -0.152
35 H -2.635 3.744 -3.754  0.140
36 H -3.106 1.716 -4.735  0.118
37 H -2.971 3.206 -2.111  0.111
38 H -1.382 2.254 -5.464  0.118
39 H 0.968 2.567 -3.624  0.102
40 H -0.655 3.565 -2.012  0.088
41 H 0.298 1.880 -5.712  0.129
42 H 0.191 -0.321 -4.966  0.096
43 H -1.641 -1.456 -3.922  0.087
44 H -1.205 -0.055 -5.984  0.139
45 H -4.160 1.681 -3.355  0.128
46 H -3.039 -0.082 -2.310  0.099
47 P 0.609 1.779 -1.026  0.785
48 C 1.704 3.208 -1.206  -0.206
49 C -1.029 2.025 -0.162  -0.292
50 P 0.194 -1.628 -1.894  0.798
51 C 0.513 0.258 -2.152  -0.526
52 C -1.563 -1.903 -1.425  -0.323
53 C 0.725 -2.600 -3.330  -0.227
54 H 2.746 2.860 -1.104  0.072
55 H 1.490 3.938 -0.410  0.078
56 H 1.591 3.698 -2.184  0.049
57 H -1.898 1.887 -0.823  0.042
58 H -1.021 3.058 0.228  0.082
59 H -1.169 1.358 0.706  -0.051
60 H 0.531 -2.130 -4.301  0.033
61 H 0.267 -3.597 -3.295  0.073
62 H 1.815 -2.722 -3.204  0.063
63 H 1.296 0.353 -2.916  0.081
64 H -0.428 0.576 -2.587  -0.038
65 H -1.566 -2.679 -0.647  0.041
66 H -2.177 -2.257 -2.257  0.051
67 H -2.039 -1.011 -0.991  0.021
68 C 4.725 -1.272 1.326  0.012
69 C 3.288 -0.853 1.154  -0.715
70 O 2.659 -1.335 0.147  -0.201
71 O 2.758 -0.074 2.011  -0.133
72 H 5.353 -0.388 1.183  0.097
73 H 4.996 -2.031 0.594  0.088
74 H 4.896 -1.649 2.337  0.087

***

5.
A structure of composition C25H45BClF4PRu. Source: the OMol25 dataset; level of theory: ωB97M-V/def2-TZVPD.

Output
* relative energy (zero: lowest compared OMol25 entry of this formula, charge and spin): 0.00 kcal/mol
* orbital gap (alpha / beta): 6.5932 / 7.1538 eV
* HOMO (alpha / beta): -6.92 / -9.45 eV
* multiplicity: 5

Each line ends with the Mulliken spin population.
Cartesian coordinates (Å):
1 Ru 0.000 0.000 0.000  3.006
2 P 0.061 0.280 -2.197  -0.385
3 Cl 2.092 0.654 0.674  0.316
4 C -0.534 1.514 2.927  0.017
5 H 0.275 2.134 2.549  0.007
6 H -1.409 2.033 3.315  0.000
7 C 1.407 -0.712 -3.039  -0.055
8 C 0.179 2.078 -2.658  -0.013
9 C 2.832 -0.174 -2.827  -0.014
10 H 1.343 -1.677 -2.510  0.027
11 C 3.869 -1.173 -3.358  0.004
12 H 2.939 0.789 -3.342  0.001
13 H 3.009 0.026 -1.769  0.005
14 C 3.639 -1.510 -4.836  0.000
15 H 4.877 -0.766 -3.211  0.001
16 H 3.810 -2.096 -2.763  -0.001
17 C 2.205 -2.001 -5.064  0.002
18 H 3.810 -0.609 -5.442  0.000
19 H 4.360 -2.263 -5.175  0.000
20 C 1.182 -0.982 -4.540  0.027
21 H 2.026 -2.186 -6.130  0.000
22 H 2.057 -2.958 -4.544  0.001
23 H 1.311 -0.039 -5.085  0.000
24 H 0.168 -1.334 -4.738  -0.004
25 C -1.527 -0.366 -2.956  0.038
26 C 0.560 2.431 -4.112  0.016
27 H -0.865 2.395 -2.508  0.012
28 C 0.311 3.927 -4.356  0.002
29 H 1.621 2.220 -4.274  -0.001
30 H 0.000 1.831 -4.833  -0.001
31 C 1.132 4.785 -3.384  0.001
32 H 0.563 4.179 -5.394  0.000
33 H -0.759 4.141 -4.225  0.000
34 C 0.853 4.395 -1.927  -0.003
35 H 2.201 4.641 -3.598  0.000
36 H 0.918 5.849 -3.542  0.000
37 C 1.056 2.892 -1.690  0.002
38 H 1.498 4.966 -1.249  0.001
39 H -0.184 4.654 -1.672  -0.001
40 H 2.110 2.632 -1.860  0.006
41 H 0.831 2.636 -0.652  0.002
42 C -1.733 -1.888 -3.081  0.017
43 H -2.260 -0.007 -2.219  0.097
44 C -3.196 -2.179 -3.457  0.000
45 H -1.071 -2.295 -3.856  -0.003
46 H -1.492 -2.400 -2.144  0.019
47 C -3.597 -1.474 -4.759  0.001
48 H -3.345 -3.262 -3.545  0.000
49 H -3.845 -1.829 -2.642  0.002
50 C -3.328 0.032 -4.676  0.003
51 H -3.019 -1.902 -5.591  0.000
52 H -4.655 -1.662 -4.978  0.000
53 C -1.870 0.318 -4.295  0.011
54 H -3.558 0.514 -5.635  0.000
55 H -3.989 0.484 -3.926  0.001
56 H -1.212 -0.067 -5.083  -0.002
57 H -1.709 1.396 -4.222  -0.003
58 C 0.074 -1.809 -0.159  0.508
59 C -0.464 0.182 2.914  0.086
60 H 0.134 -2.358 -1.111  0.158
61 C -1.534 -0.740 3.412  -0.004
62 H 0.426 -0.304 2.512  -0.067
63 C -1.150 -2.226 3.291  -0.016
64 H -1.775 -0.506 4.458  0.000
65 H -2.440 -0.574 2.813  -0.005
66 C -1.207 -2.760 1.853  0.103
67 H -0.140 -2.372 3.696  -0.006
68 H -1.830 -2.816 3.917  0.001
69 C 0.123 -2.667 1.072  0.001
70 H -1.502 -3.816 1.874  0.000
71 H -1.989 -2.228 1.293  -0.014
72 H 0.926 -2.336 1.745  0.010
73 H 0.402 -3.682 0.740  0.000
74 F -0.858 1.837 0.312  0.079
75 B -1.460 3.189 0.511  0.006
76 F -2.139 3.641 -0.686  0.000
77 F -2.419 3.210 1.600  0.000
78 F -0.395 4.137 0.847  0.001

***

no.,E_tot (eV)
1,-139577.0835
2,-104199.4783
3,-121048.6927
4,-54538.8756
5,-62597.4582